Arrangement one

Here is a 20-piece molecular cluster, H39O20 overall from OMol25. Energies are from ωB97M-V/def2-TZVPD.

Cartesian coordinates (Å):
O: 5.4238 1.8509 -1.9587
H: 4.9772 1.0592 -1.6475
O: 2.7753 -1.4984 -1.8227
H: 2.7959 -1.7507 -2.7502
H: 2.8762 -0.5366 -1.8496
O: 3.6707 2.5175 0.7276
H: 3.1536 1.7374 0.5127
H: 3.3005 3.3919 0.7574
O: 0.4833 3.4766 -1.4717
H: -0.0759 2.6785 -1.4381
H: 5.6210 2.3799 -1.1789
O: 1.6561 -3.7800 -0.1809
H: 1.9433 -2.9054 -0.4850
H: 0.7714 -3.6377 0.1746
O: -3.4312 1.6277 -2.8546
H: -2.6382 1.8442 -2.3138
H: -3.3009 0.9120 -3.4785
O: -2.2132 -3.4316 3.2623
H: -1.5965 -3.2693 2.5376
H: -1.9968 -2.7509 3.9082
O: 0.9262 0.7756 -0.0590
H: 0.6829 3.6157 -0.5417
H: 0.1791 1.0491 -0.6351
O: 0.2889 -5.8130 -0.6642
H: 1.1396 -6.0834 -0.3015
H: 0.7217 -4.9687 -1.0152
O: -2.1684 5.6379 -0.9338
H: -2.7530 5.2745 -1.6033
H: -1.8216 4.8374 -0.5311
O: -1.4570 -4.1491 0.6574
H: -2.3261 -4.3127 0.2871
H: -0.8355 -4.7519 0.2099
O: 0.9654 -0.8232 2.8888
H: 0.8236 0.0630 2.5444
H: 0.9029 -1.4410 2.1615
O: -0.2998 0.5331 -2.8315
H: -1.0609 1.0318 -2.3285
H: 0.3499 1.2372 -2.8982
O: -1.4949 1.6961 -0.9487
H: 1.1353 -0.1137 -0.3628
H: -2.0335 1.1725 -0.3619
O: -1.6027 0.3383 -5.2096
H: -1.4643 0.8131 -4.3769
H: -0.9752 -0.3841 -5.1534
O: -5.5282 -0.3263 1.6094
H: -4.7518 -0.5680 1.0763
H: -5.5415 0.5520 1.2028
O: -0.1513 1.0919 5.1369
H: -0.6086 1.0142 5.9787
H: 0.0395 0.1792 4.8854
O: 2.5520 1.3535 -2.7299
H: 3.2796 1.9177 -2.4312
H: 1.8060 1.8055 -2.3094
O: -3.2581 2.6760 3.2589
H: -3.1831 3.0077 2.3587
H: -2.3670 2.3836 3.4810
O: 2.1030 -3.2689 4.3584
H: 2.3910 -3.8074 3.6084
H: 1.2005 -3.1601 4.0728

Summary:
2S+1	1
charge	-1
frontier orbital gap	8.70	eV

***

Arrangement two

Here is H39O20 as an isolated structure from OMol25. Energies are from ωB97M-V/def2-TZVPD.

Cartesian coordinates (Å):
O: -1.3558 -0.3749 -1.4794
H: 3.0051 3.3824 -1.9013
O: -2.5554 0.9756 2.2577
H: -1.7432 1.2112 2.1209
H: -2.5661 0.3394 1.4735
O: -1.0656 -3.1613 2.6147
H: 1.2683 -1.5147 -2.1797
H: -0.1649 -3.4196 2.3096
O: -4.2987 2.8241 -1.0901
H: -4.6181 2.2211 -1.8138
H: 2.9878 -1.6607 1.9764
O: 3.3518 -0.7980 2.1726
H: -1.8220 -1.0636 -1.0146
H: -0.8433 -2.2097 2.8019
O: -3.9135 -2.9974 2.6819
H: -1.0989 0.3286 -0.5148
H: -4.2307 2.3586 -0.2538
O: 2.7015 0.7954 -2.9981
H: 1.9379 1.1803 -2.6891
H: 3.5837 0.9088 -2.7069
O: -2.3243 -2.6527 -3.0759
H: -3.0183 -2.9173 2.7866
H: 0.8744 -1.2568 -4.4282
O: 5.1858 -1.3239 -0.0098
H: 4.3360 -1.8100 -0.2096
H: 4.8918 -0.8341 0.8421
O: 1.5797 -4.5491 0.1998
H: 1.4289 -3.8505 -0.3841
H: 0.8084 -4.5496 0.7573
O: -0.4288 0.4129 0.6034
H: -4.8319 1.7646 3.3032
H: 0.3835 0.5990 0.5078
O: 2.6847 3.2925 -2.8131
H: -1.2232 3.4823 0.5415
H: -4.4897 -2.5658 3.3481
O: -5.2575 1.3287 2.5202
H: -4.5945 0.8111 2.1024
H: -2.0267 -2.1105 -2.1474
O: 2.1725 -1.6303 -1.8272
H: -2.7310 -1.9210 -3.5492
H: 2.5583 -1.1698 -2.6123
O: 3.3956 3.5122 4.0191
H: 3.7835 3.1461 3.2395
H: 2.4411 3.2081 3.7516
O: -0.0958 -0.7360 2.9458
H: -0.8920 -0.4515 3.5130
H: 2.5531 -0.4448 2.4715
O: -0.3465 3.5609 0.1003
H: -0.0679 -0.2401 2.0302
H: -0.1114 3.0544 -0.5871
O: 0.8036 -1.6451 -5.2704
H: 0.4129 -0.7083 -5.7382
H: 3.2431 3.4843 -3.5562
O: 3.3203 1.3507 0.2271
H: 3.1855 1.5982 1.0359
H: 3.5816 0.2929 0.2488
O: -3.5619 0.8701 -2.3098
H: -3.0767 0.8163 -1.5160
H: -3.1065 1.4563 -2.8280

Summary:
2S+1	1
charge	-1
frontier orbital gap	8.74	eV

***

Stability summary - winner: arrangement one; margin: 5.666 eV.

***

Arrangement one

Here is C4H6O4 as an isolated structure from OMol25. Energies are from ωB97M-V/def2-TZVPD.

Cartesian coordinates (Å):
C: -0.0115 -0.1900 2.1396
C: 0.7326 -0.4368 0.8610
O: 1.0462 0.4723 0.0285
H: 1.3891 -1.3183 0.8695
H: -0.7439 -0.9898 2.2779
H: -0.5676 0.7469 2.0985
H: 0.6825 -0.1724 2.9802
C: 0.0622 0.4167 -1.9398
C: -0.6194 -0.6216 -0.6472
O: -0.5035 1.6316 -1.9612
O: 0.7604 -0.0518 -2.7784
O: -0.7638 -1.7858 -0.8776
H: -0.1470 2.1397 -2.7112
H: -1.3163 0.1594 -0.3398

Summary:
2S+1	1
charge	0
frontier orbital gap	8.09	eV

***

Arrangement two

Here is C4H6O4 as an isolated structure from OMol25. Energies are from ωB97M-V/def2-TZVPD.

Cartesian coordinates (Å):
C: -1.7715 -1.3839 0.3240
C: -0.9249 -0.3187 -0.2724
C: 1.1763 1.3060 -0.0198
C: 1.0046 -0.2059 0.0794
O: -2.3734 -1.8813 1.2164
O: -1.4487 -1.5749 -0.9381
O: -1.4357 0.8070 -0.8669
O: 1.2471 -0.7812 1.2197
H: 2.1267 1.5089 0.2819
H: 0.5221 1.7788 0.6853
H: 1.0174 1.5172 -1.0719
H: 1.4474 -0.8607 -0.8084
H: -1.0924 0.8076 -1.7730
H: 0.5047 -0.7189 1.9437

Summary:
2S+1	1
charge	0
frontier orbital gap	9.97	eV

***

Stability summary - winner: arrangement two; margin: 0.181 eV.